{
  "formula": "C4H3NS",
  "method": "wB97M-V/def2-TZVPD",
  "orbital_gap_ev": 7.005,
  "homo_energy_ha": -0.3400,
  "e_above_lowest_kcal_mol": 47.4,
  "multiplicity": 1,
  "elements": ["C", "C", "C", "C", "H", "H", "H", "N", "S"],
  "coordinates": [[1.17201, -0.17964, -0.24173], [0.32949, 1.00837, -0.21019], [-0.96643, 0.44565, 0.05612], [-0.69837, -0.90374, 0.07613], [0.54317, 2.12161, -0.07046], [-2.15362, 0.79745, 0.45333], [-1.51499, -1.82890, 0.03893], [0.51005, -1.30936, -0.17051], [2.77868, -0.15144, 0.06839]],
  "nbo_charge": [-0.02, -0.21, -0.28, 0.08, 0.26, 0.26, 0.20, -0.48, 0.20]
}